No. 1
Computed, not measured: a cluster of 2 separate species, C5H13N2S in total at a distorted geometry, with ωB97M-V/def2-TZVPD.

The geometry in XYZ format:
```
21
Properties=species:S:1:pos:R:3
C 1.126 1.405 0.398
C 2.088 0.365 0.975
C 0.521 -0.798 -0.529
C -0.623 -2.364 1.216
C -1.085 1.398 -0.703
N -0.281 -1.109 -1.694
N -0.110 0.619 0.080
S 2.221 -0.765 -0.462
H 0.931 2.320 0.967
H 1.564 1.914 -0.516
H 3.155 0.738 1.278
H 1.656 -0.323 1.829
H 0.021 -3.122 1.452
H -1.509 -2.805 0.678
H -0.680 -1.691 2.035
H -0.823 1.347 -1.769
H -1.980 0.736 -0.794
H -1.418 2.412 -0.241
H -1.060 -1.694 -1.482
H 0.122 -1.008 -2.549
H -0.549 0.286 0.912
```

Summary:
total charge: +1
LUMO (alpha / beta): -3.81 / -4.20 eV
multiplicity: 1
energy relative to the best compared isomer or geometry (same formula, charge and spin): 109.6 kcal/mol

No. 2
Computed, not measured: a structure of composition C34H53BBrN6O2RuSeSi, with ωB97M-V/def2-TZVPD.

The geometry in XYZ format:
```
100
Properties=species:S:1:pos:R:3
Ru -0.275 0.099 -0.004
C -4.323 -3.196 -1.558
C -2.880 -2.831 -1.559
C -1.797 -3.574 -1.997
C -0.681 -2.760 -1.806
N -1.057 -1.616 -1.233
N -2.415 -1.651 -1.112
B -3.217 -0.350 -0.854
N -2.609 0.798 -1.706
N -1.295 1.148 -1.613
C -1.053 2.088 -2.527
C -2.239 2.380 -3.202
C -3.197 1.539 -2.661
C -4.637 1.415 -3.019
C 0.313 2.698 -2.727
C 0.452 3.929 -1.823
C 0.462 3.120 -4.193
C 1.421 1.695 -2.406
N -3.193 0.043 0.638
N -2.046 0.543 1.176
C -2.352 1.036 2.387
C -3.706 0.825 2.633
C -4.208 0.209 1.499
C -5.605 -0.210 1.202
C -1.351 1.703 3.290
C -0.271 2.400 2.469
C -2.060 2.770 4.134
C -0.752 0.645 4.227
C 0.697 -2.970 -2.377
C 1.003 -4.466 -2.501
C 0.706 -2.333 -3.775
C 1.780 -2.300 -1.531
H -4.443 -4.212 -1.925
H -4.902 -2.530 -2.195
H -4.742 -3.144 -0.554
H -1.836 -4.554 -2.432
H -4.346 -0.521 -1.184
H -2.387 3.087 -3.997
H -4.877 2.126 -3.806
H -5.277 1.624 -2.163
H -4.872 0.414 -3.376
H -0.372 4.624 -1.982
H 1.384 4.452 -2.037
H 0.451 3.644 -0.768
H -0.207 3.943 -4.438
H 0.247 2.291 -4.866
H 1.481 3.458 -4.379
H 1.352 1.297 -1.378
H 2.396 2.180 -2.468
H 1.416 0.853 -3.098
H -4.264 1.106 3.506
H -6.242 0.017 2.053
H -5.663 -1.280 1.007
H -5.997 0.307 0.329
H -0.695 3.199 1.860
H 0.264 1.706 1.808
H 0.486 2.827 3.127
H -2.608 3.474 3.507
H -1.324 3.327 4.713
H -2.759 2.322 4.839
H -0.202 -0.115 3.672
H -1.544 0.156 4.794
H -0.061 1.110 4.930
H 0.291 -4.969 -3.153
H 0.980 -4.959 -1.529
H 1.994 -4.604 -2.932
H -0.017 -2.818 -4.429
H 1.694 -2.430 -4.225
H 0.451 -1.272 -3.716
H 1.656 -2.574 -0.482
H 1.762 -1.211 -1.634
H 2.768 -2.636 -1.848
C 2.366 -2.637 3.948
Si 2.583 -2.917 2.127
C 1.502 -4.305 1.507
C 4.344 -3.002 1.536
Se 1.819 -0.849 1.152
H 2.790 -3.501 4.464
H 1.305 -2.591 4.199
H 2.853 -1.738 4.320
H 1.601 -5.125 2.222
H 1.793 -4.680 0.530
H 0.449 -4.023 1.481
H 4.816 -3.913 1.902
H 4.927 -2.153 1.892
H 4.385 -3.014 0.446
Br 7.700 3.391 1.728
C 5.893 2.938 1.429
C 5.188 3.567 0.411
C 3.858 3.238 0.201
C 3.239 2.280 0.986
C 3.952 1.657 2.002
C 5.284 1.994 2.232
C 3.351 0.678 2.941
O 3.842 0.388 3.994
O 2.118 0.156 2.642
H 5.673 4.312 -0.202
H 3.302 3.744 -0.575
H 2.192 2.046 0.826
H 5.824 1.518 3.038
```

Summary:
total charge: +1
LUMO (alpha / beta): -2.46 / -3.99 eV
multiplicity: 5
energy relative to the best compared isomer or geometry (same formula, charge and spin): 12.7 kcal/mol

No. 3
Computed, not measured: the molecule C4H8N2O, with ωB97M-V/def2-TZVPD.

The geometry in XYZ format:
```
15
Properties=species:S:1:pos:R:3
O -2.628 -1.083 0.099
C -1.565 -0.522 -0.062
N -1.146 0.536 0.697
C 0.113 1.205 0.443
C 1.227 0.168 0.337
C 0.773 -0.981 -0.602
N -0.616 -0.900 -1.066
H -1.691 0.746 1.517
H 0.063 1.789 -0.492
H 0.296 1.906 1.258
H 1.437 -0.239 1.332
H 2.149 0.641 -0.017
H 0.891 -1.939 -0.086
H 1.400 -1.047 -1.495
H -0.702 -0.279 -1.865
```

Summary:
SMILES: O=C1NCCCN1
LUMO: 0.76 eV
multiplicity: 1
energy relative to the best compared isomer or geometry (same formula, charge and spin): 16.4 kcal/mol

No. 4
Computed, not measured: a cluster of 2 separate species, C4H8O3 in total, with ωB97M-V/def2-TZVPD.

The geometry in XYZ format:
```
15
Properties=species:S:1:pos:R:3
O -0.457 1.924 -0.306
C 0.404 1.299 0.197
C 1.536 0.837 0.715
O 2.461 1.801 1.106
H 1.669 -0.198 1.002
H 2.941 2.099 0.325
C -1.735 -0.632 0.596
O -0.399 -0.816 0.129
C -0.126 -1.095 -1.240
H -1.647 -0.317 1.643
H -2.327 -1.557 0.580
H -2.279 0.161 0.066
H -0.554 -2.054 -1.548
H 0.966 -1.163 -1.354
H -0.455 -0.289 -1.911
```

Summary:
SMILES: O=C=CO.COC
LUMO: 0.73 eV
multiplicity: 1
energy relative to the best compared isomer or geometry (same formula, charge and spin): 82.6 kcal/mol

No. 5
Computed, not measured: a structure of composition C15H17ClN2O4PdS2Si, with ωB97M-V/def2-TZVPD.

The geometry in XYZ format:
```
43
Properties=species:S:1:pos:R:3
Pd -1.473 -1.068 -0.844
C 1.403 3.411 -3.246
Si 1.794 3.246 -1.421
C 2.153 4.936 -0.685
C 3.265 2.114 -1.144
C 0.294 2.540 -0.507
C -0.299 3.200 0.562
C -1.381 2.662 1.261
C -1.870 1.436 0.867
N -1.333 0.805 -0.179
C -0.280 1.312 -0.845
S 0.209 0.165 -2.063
H 2.217 3.921 -3.762
H 0.494 3.995 -3.393
H 1.256 2.441 -3.718
H 3.004 5.382 -1.202
H 2.411 4.880 0.373
H 1.311 5.620 -0.796
H 4.162 2.552 -1.583
H 3.110 1.135 -1.597
H 3.450 1.975 -0.078
H 0.090 4.161 0.876
H -1.828 3.181 2.095
H -2.699 0.943 1.357
S 2.110 -2.860 1.681
C 1.152 -1.704 0.843
N -0.131 -1.847 0.935
C -0.449 -2.966 1.687
C -1.745 -3.424 1.935
C -1.899 -4.555 2.704
C -0.788 -5.231 3.226
C 0.496 -4.794 2.980
C 0.655 -3.653 2.198
H 1.606 -0.913 0.264
H -2.597 -2.912 1.501
H -2.891 -4.935 2.902
H -0.940 -6.119 3.824
H 1.350 -5.324 3.375
O -3.078 -1.567 -2.897
Cl -3.126 -2.761 -2.109
O -3.722 -3.846 -2.772
O -1.700 -3.068 -1.759
O -3.761 -2.467 -0.847
```

Summary:
LUMO (alpha / beta): -1.00 / -1.42 eV
multiplicity: 1
energy relative to the best compared isomer or geometry (same formula, charge and spin): 11.5 kcal/mol

No. 6
Computed, not measured: a cluster of 2 separate species, C2H6S2 in total at a distorted geometry, with ωB97M-V/def2-TZVPD.

The geometry in XYZ format:
```
10
Properties=species:S:1:pos:R:3
C 0.339 0.537 -1.587
C 1.344 1.291 -1.098
H -0.050 -0.312 -1.046
H -0.033 0.754 -2.582
H 1.385 1.434 -0.027
H 2.116 1.756 -1.690
S -1.539 -1.991 2.943
S -0.599 -0.330 2.224
H -2.245 -2.553 1.961
H -0.717 -0.586 0.903
```

Summary:
SMILES: C=C.SS
LUMO: 0.35 eV
multiplicity: 1
energy relative to the best compared isomer or geometry (same formula, charge and spin): 50.2 kcal/mol

No. 7
Computed, not measured: the molecule C17H24ClN3O3, with ωB97M-V/def2-TZVPD.

The geometry in XYZ format:
```
48
Properties=species:S:1:pos:R:3
C -7.250 -1.762 0.401
C -6.537 -1.016 -0.718
O -5.138 -0.909 -0.473
C -4.764 0.085 0.370
O -5.536 0.887 0.846
N -3.439 0.060 0.635
C -2.846 1.122 1.416
C -1.938 1.986 0.540
C -0.874 1.120 -0.135
N -0.058 1.925 -1.039
C 1.303 1.472 -1.214
C 2.237 1.796 -0.027
N 3.501 1.113 -0.134
C 3.765 -0.005 0.576
O 2.979 -0.490 1.366
C 5.090 -0.650 0.295
C 5.103 -2.041 0.224
C 6.271 -2.736 -0.018
C 7.461 -2.045 -0.176
C 7.477 -0.665 -0.082
C 6.298 0.026 0.151
Cl 6.397 1.752 0.308
C -1.572 0.012 -0.934
C -2.485 -0.805 -0.020
H -6.803 -2.743 0.545
H -7.170 -1.197 1.326
H -8.300 -1.882 0.150
H -6.615 -1.556 -1.664
H -6.958 -0.011 -0.825
H -3.656 1.716 1.841
H -2.262 0.673 2.228
H -1.466 2.753 1.158
H -2.536 2.479 -0.228
H -0.260 0.646 0.649
H -0.063 2.898 -0.752
H 1.289 0.391 -1.364
H 1.698 1.938 -2.123
H 2.409 2.875 0.031
H 1.779 1.455 0.904
H 4.158 1.438 -0.824
H 4.168 -2.560 0.369
H 6.256 -3.814 -0.077
H 8.381 -2.577 -0.362
H 8.402 -0.119 -0.183
H -2.157 0.472 -1.731
H -0.832 -0.645 -1.391
H -3.024 -1.562 -0.587
H -1.883 -1.298 0.753
```

Summary:
SMILES: CCOC(=O)N1CCC(NCCNC(=O)c2ccccc2Cl)CC1
LUMO: 0.62 eV
multiplicity: 1
energy relative to the best compared isomer or geometry (same formula, charge and spin): 12.1 kcal/mol

No. 8
Computed, not measured: a cluster of 9 separate species, C32H70B5F20N4O3 in total at a distorted geometry, with ωB97M-V/def2-TZVPD.

The geometry in XYZ format:
```
134
Properties=species:S:1:pos:R:3
C 1.216 -5.523 -0.547
C 0.178 -6.477 -1.293
C 0.126 -7.930 -0.768
C -0.617 -8.127 0.592
C -2.049 -7.720 0.254
C -2.263 -6.213 -0.161
N -1.269 -5.943 -1.186
O -1.674 -5.088 -2.061
C -1.980 -5.275 1.089
C -3.676 -5.874 -0.721
C 0.340 -6.505 -2.767
H 1.256 -4.569 -1.122
H 2.216 -5.883 -0.540
H 0.974 -5.360 0.511
H 1.154 -8.265 -0.682
H -0.367 -8.533 -1.517
H -0.184 -7.537 1.427
H -0.511 -9.202 0.858
H -2.786 -7.916 1.052
H -2.404 -8.324 -0.626
H -2.502 -5.766 1.905
H -2.416 -4.276 0.930
H -0.923 -5.215 1.313
H -3.889 -4.840 -0.718
H -4.332 -6.304 0.016
H -3.798 -6.256 -1.718
H 0.582 -5.558 -3.210
H -0.523 -6.975 -3.242
H 1.110 -7.233 -2.969
C 3.326 -0.688 -6.034
C 4.244 -0.899 -4.819
C 5.666 -0.283 -4.956
C 6.405 -0.133 -3.657
C 5.610 0.615 -2.576
C 4.083 0.196 -2.326
N 3.489 0.100 -3.744
O 2.517 0.575 -3.985
C 3.326 1.189 -1.504
C 4.077 -1.262 -1.642
C 4.145 -2.378 -4.329
H 3.386 0.322 -6.398
H 2.304 -0.908 -5.691
H 3.536 -1.351 -6.864
H 5.451 0.758 -5.276
H 6.325 -0.828 -5.695
H 7.324 0.421 -3.827
H 6.704 -1.139 -3.236
H 5.604 1.671 -2.827
H 6.014 0.555 -1.555
H 3.079 2.035 -2.156
H 3.919 1.353 -0.604
H 2.354 0.740 -1.338
H 4.931 -1.826 -1.972
H 3.080 -1.669 -1.633
H 4.268 -0.985 -0.594
H 4.990 -2.689 -3.765
H 4.027 -2.998 -5.234
H 3.213 -2.455 -3.787
C 0.902 -2.067 2.237
C 0.946 -0.591 2.402
C -0.357 -0.082 1.877
N -0.482 1.396 1.649
C -1.871 1.901 1.460
C -2.721 1.802 2.679
C -2.150 2.555 3.878
C -0.713 2.063 4.050
C 0.092 2.232 2.766
C 0.249 1.840 0.410
H -0.015 -2.557 2.644
H 1.685 -2.588 2.865
H 1.027 -2.406 1.212
H 1.820 -0.207 1.853
H 1.098 -0.330 3.474
H -1.192 -0.417 2.498
H -0.570 -0.491 0.860
H -2.333 1.279 0.709
H -1.753 2.885 1.005
H -2.885 0.729 2.943
H -3.707 2.169 2.382
H -2.845 2.550 4.726
H -2.079 3.601 3.604
H -0.611 0.979 4.335
H -0.119 2.731 4.740
H 1.156 1.945 2.864
H 0.146 3.249 2.397
H -0.334 1.558 -0.442
H 1.191 1.375 0.406
H 0.430 2.914 0.430
C -4.130 4.844 1.739
N -4.047 6.214 1.220
C -3.870 6.181 -0.220
C -5.245 7.031 1.663
C -2.870 6.918 1.842
C -1.530 6.439 1.411
O -1.176 7.119 0.182
H -4.258 4.865 2.847
H -3.208 4.355 1.520
H -4.964 4.359 1.243
H -2.855 5.855 -0.437
H -4.004 7.159 -0.618
H -4.625 5.496 -0.495
H -6.164 6.645 1.260
H -5.113 8.012 1.175
H -5.302 7.171 2.746
H -3.081 6.893 2.905
H -2.889 7.950 1.488
H -1.563 5.383 1.135
H -0.828 6.592 2.274
H -0.306 6.755 -0.068
B -3.678 -2.099 1.718
F -3.162 -0.917 1.048
F -2.532 -2.658 2.408
F -4.607 -1.668 2.620
F -4.096 -3.067 0.843
B 0.317 -1.818 -2.969
F 0.507 -1.512 -4.301
F -0.941 -2.512 -2.785
F 1.380 -2.828 -2.622
F 0.502 -0.711 -2.165
B 0.994 4.900 -1.381
F 0.152 3.908 -1.799
F 0.687 5.133 0.075
F 2.304 4.508 -1.420
F 0.647 6.073 -2.082
B 4.374 0.305 2.203
F 4.405 0.088 3.557
F 3.926 -0.846 1.557
F 3.495 1.361 1.818
F 5.647 0.625 1.679
B -4.165 6.431 5.252
F -4.123 6.450 6.661
F -5.348 6.976 4.697
F -3.033 7.148 4.786
F -4.019 5.122 4.795
```

Summary:
total charge: -1
LUMO: -1.73 eV
multiplicity: 1